Here is 11 unconnected molecules or ions with the total composition C40H90N2O39P8 from OMol25. Energies are from wB97M-V/def2-TZVPD.

Structure (ORCA input):
```
! RIJCOSX wB97M-V def2-TZVPD def2/J DEFGRID3
* xyz 0 1
O 3.463 -1.853 0.158
N 4.655 -1.670 -0.121
O 5.240 -2.460 -0.821
C 5.463 -0.575 0.529
C 6.804 -0.444 0.371
C 7.514 0.596 0.877
C 6.831 1.589 1.563
C 5.464 1.475 1.756
C 4.791 0.368 1.328
H 7.311 -1.206 -0.203
H 8.588 0.665 0.786
H 7.352 2.374 2.091
H 4.911 2.244 2.275
H 3.745 0.244 1.567
O 2.092 0.424 -1.208
N 1.256 -0.424 -1.530
O 1.477 -1.211 -2.431
C 0.032 -0.544 -0.769
C -1.087 -1.251 -1.206
C -2.235 -1.319 -0.469
C -2.251 -0.700 0.780
C -1.136 -0.068 1.265
C -0.005 0.018 0.525
H -1.096 -1.695 -2.190
H -3.057 -1.905 -0.852
H -3.076 -0.867 1.457
H -1.140 0.283 2.286
H 0.854 0.560 0.891
C -5.139 -5.483 4.769
O -3.784 -5.352 4.236
P -2.942 -3.982 4.317
O -3.701 -2.873 3.713
O -2.724 -3.846 5.942
C -1.925 -4.755 6.613
O -1.511 -4.333 3.646
C -0.554 -3.389 3.374
H -5.161 -5.177 5.815
H -5.416 -6.528 4.629
H -5.795 -4.860 4.162
H -2.590 -5.318 7.269
H -1.227 -4.238 7.271
H -1.332 -5.404 5.968
H -0.935 -2.369 3.340
H -0.050 -3.524 2.417
H 0.215 -3.398 4.147
C -0.509 3.210 3.502
O -1.527 4.150 3.690
P -1.669 5.037 5.017
O -1.423 4.373 6.366
O -0.731 6.326 4.641
C 0.606 6.165 4.590
O -3.207 5.556 4.840
C -4.208 5.156 5.657
H 0.056 3.004 4.411
H 0.206 3.572 2.763
H -0.906 2.253 3.162
H 0.914 6.197 5.635
H 0.973 7.087 4.139
H 0.912 5.300 4.000
H -4.928 4.657 5.009
H -4.773 5.944 6.155
H -3.840 4.373 6.320
C -0.845 -4.767 -4.703
O 0.370 -4.557 -3.978
P 0.687 -5.695 -2.868
O -0.246 -5.708 -1.668
O 0.577 -7.041 -3.720
C 1.475 -7.329 -4.739
O 2.240 -5.428 -2.421
C 2.455 -4.148 -1.829
H -1.445 -5.568 -4.271
H -0.715 -5.041 -5.750
H -1.527 -3.918 -4.686
H 1.220 -8.208 -5.331
H 2.419 -7.471 -4.214
H 1.768 -6.565 -5.459
H 2.932 -3.457 -2.524
H 3.109 -4.348 -0.980
H 1.542 -3.703 -1.433
C -2.289 1.670 -7.082
O -1.567 0.570 -6.464
P -1.033 0.728 -4.946
O -1.901 1.371 -3.893
O -0.682 -0.734 -4.547
C 0.068 -1.541 -5.446
O 0.410 1.424 -5.113
C 1.170 2.182 -4.127
H -1.738 2.041 -7.946
H -2.545 2.514 -6.441
H -3.217 1.135 -7.280
H -0.454 -2.483 -5.617
H 0.953 -1.820 -4.875
H 0.537 -0.995 -6.265
H 2.227 1.965 -4.275
H 0.876 1.952 -3.102
H 1.021 3.247 -4.303
C 0.941 -2.091 7.235
O 1.127 -1.714 5.885
P 1.177 -0.133 5.524
O 1.081 0.143 4.076
O -0.012 0.457 6.444
C -1.347 0.170 5.989
O 2.586 0.444 6.206
C 2.942 1.797 5.989
H 1.426 -3.050 7.419
H -0.125 -2.100 7.465
H 1.515 -1.378 7.826
H -1.909 0.083 6.919
H -1.410 -0.671 5.298
H -1.872 1.039 5.590
H 2.031 2.368 5.811
H 3.465 1.795 5.032
H 3.539 2.336 6.724
C 2.544 3.729 0.418
O 2.652 3.800 1.825
P 3.510 4.927 2.545
O 3.546 4.680 4.004
O 4.916 5.084 1.775
C 6.053 5.457 2.484
O 2.714 6.260 2.236
C 3.292 7.582 2.468
H 1.572 4.086 0.078
H 2.845 2.721 0.133
H 3.287 4.394 -0.024
H 6.557 6.256 1.941
H 6.687 4.579 2.612
H 5.895 5.771 3.516
H 2.885 8.005 3.387
H 3.011 8.262 1.664
H 4.378 7.626 2.548
C -6.272 -2.737 -0.892
O -6.261 -2.192 -2.217
P -5.228 -2.692 -3.419
O -4.018 -3.356 -2.949
O -4.938 -1.377 -4.380
C -4.195 -1.446 -5.548
O -6.165 -3.499 -4.453
C -6.487 -4.836 -4.085
H -7.279 -2.947 -0.533
H -5.882 -1.943 -0.255
H -5.674 -3.596 -0.587
H -4.883 -1.391 -6.392
H -3.627 -2.373 -5.475
H -3.583 -0.544 -5.540
H -5.764 -5.296 -3.412
H -6.390 -5.445 -4.984
H -7.513 -4.889 -3.722
C 2.534 1.987 -7.718
O 3.427 1.620 -6.732
P 4.045 0.096 -6.582
O 3.048 -0.981 -6.746
O 4.880 0.041 -5.204
C 4.185 -0.199 -3.967
O 5.224 -0.031 -7.683
C 6.149 1.016 -7.931
H 2.625 3.041 -7.978
H 1.488 2.010 -7.410
H 2.560 1.436 -8.658
H 4.767 -0.977 -3.473
H 3.211 -0.677 -4.066
H 4.079 0.664 -3.309
H 5.932 2.005 -7.528
H 6.251 1.187 -9.003
H 7.160 0.724 -7.644
C -4.000 1.844 3.311
C -5.360 1.840 2.631
O -5.227 1.052 1.382
C -5.145 1.713 0.206
O -5.341 2.891 -0.031
O -4.959 0.744 -0.775
C -4.691 1.080 -2.109
H -3.987 2.323 4.290
H -3.221 2.312 2.709
H -3.591 0.850 3.490
H -5.664 2.877 2.484
H -6.084 1.375 3.301
H -4.225 2.063 -2.176
H -5.501 1.080 -2.838
H -3.892 0.388 -2.376
*
```

Values from the calculation:
Structure (SMILES): O=[N+]([O-])c1ccccc1.O=[N+]([O-])c1ccccc1.COP(=O)(OC)OC.COP(=O)(OC)OC.COP(=O)(OC)OC.COP(=O)(OC)OC.COP(=O)(OC)OC.COP(=O)(OC)OC.COP(=O)(OC)OC.COP(=O)(OC)OC.CCOC(=O)OC
Energy above the lowest of the compared OMol25 structures with the same formula, charge and spin in kcal/mol: 0.0
Strongest force on any atom in eV Å⁻¹: 5.69
HOMO level in Eh: -0.34139
E_LUMO in hartree: -0.0176